[1]
Entry from the Open Molecules 2025 dataset: a cluster of 2 separate species, C4H6N2O6 in total (ωB97M-V/def2-TZVPD).

```
18
Properties=species:S:1:pos:R:3:forces:R:3:mulliken_charge:R:1
C -1.22495 2.40721 0.50124 -0.0022 0.2744 -0.0172 -0.758
C -1.61658 1.23830 0.12087 -0.0847 -0.6609 -0.1256 0.290
C -1.88447 0.00420 -0.23170 -0.2366 0.9159 -0.0824 0.257
O -2.75470 -0.41551 -1.15603 -0.0277 -0.2931 -0.1725 -0.484
N -1.17210 -1.06602 0.43571 0.2290 -0.2418 0.8656 1.165
O -0.45718 -0.80956 1.38077 -0.2506 -0.1568 -0.1961 -0.587
O -1.38589 -2.18706 -0.00182 0.0446 -0.2366 0.0156 -0.725
H -0.40583 2.91888 0.01454 0.1173 0.0045 -0.1170 0.212
H -1.69818 2.94106 1.30939 -0.1687 0.0325 0.1838 0.243
H -2.61551 -1.38442 -1.23460 -0.0331 0.3540 0.0338 0.389
O 0.77029 -0.58952 -1.05513 -0.0586 0.2094 -0.7162 -0.792
N 1.73422 -0.83326 -0.28012 0.1644 0.1146 0.2306 0.709
O 1.99597 -2.15113 0.03449 0.5485 -0.2843 0.1935 -0.444
C 2.48500 0.07980 0.24017 -0.2031 -0.5760 -0.0903 -0.089
O 2.24928 1.35211 -0.07581 -0.0871 -0.0575 -0.0923 -0.489
H 1.20736 -2.66620 -0.22092 -0.0600 0.6502 -0.0209 0.378
H 3.29675 -0.17550 0.89472 0.0200 0.0293 0.0685 0.388
H 1.47652 1.33660 -0.67578 0.0886 -0.0776 0.0389 0.335
```
Forces are in eV/Å.

Computed properties:
Charge: 0
LUMO, hartree: -0.017
Structure (SMILES): C=C=C(O)[N+](=O)[O-].[O-]/[N+](O)=C\O
HOMO-LUMO gap, eV: 8.32

---

[2]
Entry from the Open Molecules 2025 dataset: a cluster of 3 separate species, C2H10N2O3 in total at a distorted geometry (ωB97M-V/def2-TZVPD).

```
17
Properties=species:S:1:pos:R:3:forces:R:3:mulliken_charge:R:1
N 0.13626 1.46967 0.53729 -0.2102 -0.4037 0.8769 -0.582
C 1.20150 0.46310 0.54620 1.9591 1.0827 0.1072 -0.662
N 1.02023 -0.58317 -0.40669 0.2085 0.1072 -1.0492 0.020
C 1.57043 -0.43740 -1.65046 1.3341 0.6587 -2.1412 0.096
O 2.49838 0.33017 -2.01190 -2.5651 -1.6839 1.5238 -0.578
H 0.37657 1.96956 1.40628 -0.8786 0.5797 -1.0130 0.224
H 0.10133 2.04108 -0.31912 0.7209 -0.0820 0.8546 0.281
H 2.14526 1.06218 0.34768 -0.6277 -1.4646 -0.2469 0.381
H 1.36036 0.04839 1.55458 -0.6391 0.1543 -0.2805 0.318
H 0.30683 -1.31749 -0.27402 0.5004 0.6620 0.0615 0.224
H 1.07815 -1.09179 -2.45159 0.5813 0.4206 1.1159 0.294
O -1.27971 -2.18512 0.84786 -0.4642 -0.4076 -0.2279 -0.672
H -1.69671 -1.35265 0.57698 -0.3157 0.1499 0.1886 0.365
H -2.00983 -2.83276 0.79706 0.6563 0.4431 0.0301 0.330
O -2.39080 0.42618 0.10559 -0.8939 0.8581 -0.0746 -0.766
H -2.94476 1.21862 0.32202 0.7555 -1.2231 -0.2421 0.302
H -1.47351 0.77143 0.07223 -0.1216 0.1486 0.5166 0.425
```
Forces are in eV/Å.

Computed properties:
Charge: 0
LUMO, hartree: 0.024
Structure (SMILES): NCNC=O.O.O
HOMO-LUMO gap, eV: 10.47

---

[3]
Entry from the Open Molecules 2025 dataset: a structure of composition C21H33N3O7OsP2 at a distorted geometry (ωB97M-V/def2-TZVPD).

```
67
Properties=species:S:1:pos:R:3:forces:R:3:mulliken_charge:R:1
P 2.31080 -1.68206 -3.95380 1.2022 -0.2478 0.3397 0.760
P 3.76045 -2.39148 -0.06870 3.8510 -1.5065 3.1580 0.682
C 3.73296 -1.63112 -2.78766 0.3774 -0.9250 -0.6086 -1.524
C 3.56692 -2.80472 -1.81078 -1.2843 0.3941 -0.5675 -0.920
H 3.79372 -0.64491 -2.28461 -0.1249 -0.4541 -0.4581 0.740
H 4.61446 -1.74034 -3.43741 0.2274 -0.0398 0.6837 0.576
H 2.56855 -3.28480 -1.85375 0.3136 0.2218 -0.2588 0.647
H 4.30289 -3.59325 -2.05443 -0.1948 0.3070 0.7537 0.596
C 5.39184 -1.58649 0.00398 0.2666 0.3885 -0.5053 -1.425
H 5.68507 -1.37574 1.03862 -0.1436 -0.0675 -0.2155 0.423
H 5.37463 -0.64457 -0.55793 0.1265 -0.0798 0.1922 0.394
H 6.14449 -2.25041 -0.44224 -0.1574 0.2602 0.0195 0.462
C 4.28847 -4.08060 0.49407 -0.1649 -0.1359 0.0723 -1.717
H 5.27662 -4.22184 0.03197 -0.3616 -0.1188 0.1156 0.569
H 3.60774 -4.88372 0.15446 0.2610 0.4882 0.0515 0.436
H 4.41953 -4.20794 1.57704 -0.0404 0.3264 -0.2666 0.371
C 2.76966 -0.30822 -5.07746 0.1850 -1.3642 -0.7192 -1.213
H 2.33742 0.67428 -4.73882 0.0223 0.1482 -0.1308 0.382
H 2.41511 -0.52014 -6.09322 -0.0166 0.3885 0.2060 0.413
H 3.85691 -0.25192 -5.04960 -0.0811 0.5700 -0.1150 0.460
C 2.21253 -3.29896 -4.65998 0.6551 -0.7093 -0.5937 -1.176
H 2.30077 -4.07483 -3.88813 -0.1806 0.2332 -0.1798 0.400
H 3.06066 -3.41632 -5.34602 -0.1878 -0.1755 -0.0275 0.438
H 1.28111 -3.43776 -5.20698 -0.0036 0.0401 0.0297 0.378
Os 1.29420 -0.05063 -3.15647 -1.6762 3.1541 3.1888 1.292
C 1.77432 -3.27088 4.53660 -2.5743 -3.6146 -1.6599 -0.253
C 2.44389 -2.14135 4.76240 2.1020 4.3792 0.4070 -0.167
C 2.41156 -0.92867 3.87509 -0.2147 -0.1408 0.4266 -0.750
C 3.45786 -1.10352 2.74354 1.4345 -0.4203 -1.0837 -0.990
C 2.83390 -1.55558 1.41832 -0.3281 1.5502 -2.3826 0.722
C 1.88039 -2.61623 1.18583 -2.0344 -0.5397 0.0757 -0.739
C 1.49896 -3.75680 2.04223 0.1362 -0.6168 -0.3156 -1.090
C 0.80505 -3.44068 3.40166 -0.2722 -0.1780 1.5469 -0.668
C -0.24820 -0.05478 -4.40933 -1.2239 -0.3586 -0.4954 -1.207
H 1.95147 -4.14335 5.17850 -0.0423 0.3437 -0.1389 0.461
H 3.10545 -2.04888 5.63071 -0.1941 -0.2179 -0.1808 0.427
H 2.68968 -0.04030 4.45772 -0.0791 -0.3215 -0.1198 0.473
H 1.43859 -0.74226 3.40505 -0.0046 -0.1795 0.2461 0.364
H 3.94866 -0.13139 2.54622 -0.2927 -0.4650 0.2661 0.514
H 4.26754 -1.78933 3.02854 -0.1308 0.1294 0.1784 0.507
H 2.46767 -0.64980 0.87903 -0.1215 -0.3142 0.4866 0.156
H 1.19508 -2.44106 0.35301 0.0688 0.1576 0.0977 0.706
H 2.35652 -4.42232 2.22028 -0.3384 -0.0782 -0.0132 0.362
H 0.72899 -4.29247 1.46355 0.3553 -0.0991 0.3756 0.387
H 0.16017 -2.55738 3.27072 0.2038 -0.1353 -0.0055 0.279
H 0.15222 -4.28982 3.66443 0.2795 0.2988 -0.2524 0.478
H -1.13800 0.16899 -3.80228 0.0582 -0.0395 -0.4055 0.327
H -0.36542 -1.02237 -4.91829 -0.2374 0.3602 -0.0138 0.394
H -0.09395 0.73082 -5.16349 -0.0899 -0.1290 0.1292 0.395
O -3.12674 4.38385 0.61400 0.3561 -2.2566 0.5146 -0.559
N -3.10321 3.19604 0.98637 -2.0423 1.8947 1.0618 0.957
O -3.97131 2.68943 1.72941 1.7648 0.7161 -1.3978 -0.577
C -2.02696 2.35133 0.52435 0.9232 -1.2792 -0.3050 -0.445
C -1.00370 2.84756 -0.30507 -0.1438 -0.4871 -0.1557 -0.620
C -0.10927 1.94660 -0.91974 0.1581 -0.4269 -0.0075 -0.021
C -0.23142 0.52613 -0.69175 -1.3552 1.2288 0.7107 1.064
O 0.44472 -0.41781 -1.26901 1.9229 0.1335 -2.2046 -0.872
C -1.17698 0.13049 0.30547 1.1241 0.1899 -0.8348 -0.407
C -2.05298 1.00251 0.90980 -0.3727 0.6139 0.1779 -0.500
N -1.07604 -1.25422 0.75052 -0.6747 -0.7495 0.3387 1.167
O -0.88645 -2.15301 -0.08618 -0.4469 1.1208 1.9181 -0.567
O -1.19610 -1.43401 1.98829 0.4496 -0.1615 -1.9110 -0.661
N 1.01461 2.49819 -1.64413 -1.9052 -0.1489 2.5314 0.758
O 1.40402 3.61839 -1.30631 0.4384 1.0370 -0.0521 -0.679
O 1.58637 1.92335 -2.67892 0.5375 -1.7534 -1.5712 -0.754
H -0.90059 3.91723 -0.50429 -0.1201 -0.4214 0.0631 0.573
H -2.76021 0.62432 1.64484 0.0560 0.2824 -0.2094 0.607
```
Forces are in eV/Å.

Computed properties:
Charge: +2
LUMO (alpha / beta), hartree: -0.250 / -0.405
2S+1: 5
HOMO-LUMO gap (alpha / beta), eV: 4.29 / 2.48
<S²>: 6.025

---

[4]
Entry from the Open Molecules 2025 dataset: a cluster of 2 separate species, CH2FOPS in total at a distorted geometry (ωB97M-V/def2-TZVPD).

```
7
Properties=species:S:1:pos:R:3:forces:R:3:mulliken_charge:R:1
C -0.59189 -0.94769 -0.02566 -1.8828 0.2324 -0.3423 -0.416
O 1.66274 0.10267 0.71418 3.9755 6.4866 0.4244 -0.317
F 0.42768 1.63051 -1.28836 -0.1790 0.8489 0.2982 -0.180
P 0.89116 -1.05771 0.76910 -3.2504 -5.9578 0.0365 0.291
S 0.01782 2.36088 0.11934 0.4455 -1.4831 -0.6817 0.090
H -0.98162 -1.76269 -0.63454 0.2273 -0.1671 0.1601 0.274
H -1.42589 -0.32598 0.34595 0.6637 0.0402 0.1048 0.258
```
Forces are in eV/Å.

Computed properties:
Charge: 0
LUMO (alpha / beta), hartree: -0.131 / -0.129
HOMO-LUMO gap (alpha / beta), eV: 4.56 / 4.70